Entry 1:
Here is C4H11BNNaO2S as an isolated structure from the Open Molecules 2025 dataset. Energies are from the ωB97M-V functional and the def2-TZVPD basis.

Summary:
- LUMO level (eV) = -1.800
- charge = 0
- molecular weight (g mol⁻¹) = 171.01
- HOMO-LUMO gap (hartree) = 0.207
- highest occupied orbital energy (hartree) = -0.2728

CARTESIAN COORDINATES (ANGSTROEM)
C -1.033 -1.677 -1.129
C 0.275 -1.213 -1.753
N 1.215 -0.830 -0.676
C 0.562 -0.062 0.367
C 1.478 0.472 1.456
O 0.613 1.360 2.114
B -0.010 2.100 0.993
S -1.789 2.693 1.528
O -0.138 1.039 -0.088
H -1.650 -2.296 -1.780
H -1.587 -0.766 -0.876
H -0.746 -2.241 -0.236
H 0.005 -0.370 -2.397
H 0.731 -1.975 -2.383
H 1.897 -0.222 -1.121
H -0.148 -0.744 0.886
H 1.832 -0.275 2.169
H 2.322 0.995 0.979
H 0.709 3.014 0.615
H -2.296 2.630 0.292
Na -2.244 -1.631 1.040

---

Entry 2:
Here is C4H11BOS2 as an isolated structure at a distorted geometry from the Open Molecules 2025 dataset. Energies are from the ωB97M-V functional and the def2-TZVPD basis.

Summary:
- LUMO level (eV) = 0.352
- charge = 0
- relative energy (zero: lowest compared OMol25 entry of this formula, charge and spin) (kJ/mol) = 135.5
- molecular weight (g mol⁻¹) = 150.08
- HOMO-LUMO gap (hartree) = 0.300
- highest occupied orbital energy (hartree) = -0.2869

CARTESIAN COORDINATES (ANGSTROEM)
B -1.687 0.634 -0.804
C 1.261 1.714 -1.209
C 0.228 -1.941 0.747
C 0.294 1.954 -0.055
C -1.154 -1.820 1.463
O -0.644 0.834 -0.093
S -2.377 1.573 -2.157
S -2.506 -1.477 0.167
H 0.652 1.485 -2.034
H 1.628 2.687 -1.400
H 2.027 0.944 -0.996
H 0.389 -2.867 0.203
H 0.376 -1.017 0.151
H 0.809 -1.870 1.625
H -0.351 2.752 -0.189
H 0.613 1.789 1.043
H -1.169 -0.972 2.129
H -1.482 -2.755 1.907
H -3.245 1.017 -2.951

---

Entry 3:
Here is C4H11BiClI2O2P as an isolated structure at a distorted geometry from the Open Molecules 2025 dataset. Energies are from the ωB97M-V functional and the def2-TZVPD basis.

Summary:
- LUMO level (spin up / spin down) (eV) = -11.398 / -11.387
- charge = +2
- relative energy (zero: lowest compared OMol25 entry of this formula, charge and spin) (kJ/mol) = 0.0
- molecular weight (g mol⁻¹) = 620.35
- HOMO-LUMO gap (spin up / spin down) (hartree) = 0.211 / 0.212
- highest occupied orbital energy (spin up / spin down) (hartree) = -0.6302 / -0.6302

CARTESIAN COORDINATES (ANGSTROEM)
I -0.830 -2.528 -0.361
I -0.836 2.525 -0.346
Bi 0.753 0.002 0.303
P 0.281 0.000 -2.478
C -1.406 -0.013 -3.287
C 1.103 1.420 -3.286
H 2.111 -1.584 -2.814
H 1.246 -1.215 -4.371
H 0.528 -2.321 -3.098
C 1.128 -1.405 -3.283
H 2.089 1.599 -2.823
H 1.211 1.242 -4.376
H -1.332 -0.014 -4.394
H -1.979 0.872 -2.970
H 0.500 2.329 -3.088
H -1.964 -0.906 -2.966
C -2.349 -0.001 -0.027
O -3.473 -0.001 0.122
Cl 3.190 0.004 -0.388
O -0.200 -0.006 3.099
H 0.168 0.788 3.547
H 0.181 -0.792 3.547

---

Entry 4:
Here is C4H11BrNNaO as an isolated structure at a distorted geometry from the Open Molecules 2025 dataset. Energies are from the ωB97M-V functional and the def2-TZVPD basis.

Summary:
- LUMO level (eV) = -0.987
- charge = 0
- molecular weight (g mol⁻¹) = 192.03
- HOMO-LUMO gap (hartree) = 0.255
- highest occupied orbital energy (hartree) = -0.2913

CARTESIAN COORDINATES (ANGSTROEM)
Na 1.540 3.563 3.432
Br 0.868 2.641 1.486
C 0.860 -1.510 0.805
C 0.466 -0.148 0.723
C -0.486 0.219 -0.495
O -0.230 -0.649 -1.512
C -0.890 -0.413 -2.784
N -0.038 0.379 1.951
H 1.627 -1.658 1.565
H 1.174 -1.949 -0.142
H 0.012 -2.144 1.067
H 1.371 0.398 0.457
H -0.339 1.245 -0.834
H -1.444 -0.157 -0.137
H -0.696 0.517 -3.317
H -1.974 -0.334 -2.710
H -0.742 -1.282 -3.425
H -0.926 -0.092 2.043
H -0.151 1.375 1.828

---

Entry 5:
Here is a 2-piece molecular cluster, C4H11BrP overall at a distorted geometry from the Open Molecules 2025 dataset. Energies are from the ωB97M-V functional and the def2-TZVPD basis.

Summary:
- LUMO level (spin up / spin down) (eV) = -5.402 / -4.734
- charge = +1
- relative energy (zero: lowest compared OMol25 entry of this formula, charge and spin) (kJ/mol) = 280.3
- molecular weight (g mol⁻¹) = 170.01
- HOMO-LUMO gap (spin up / spin down) (hartree) = 0.326 / 0.322
- highest occupied orbital energy (spin up / spin down) (hartree) = -0.5243 / -0.4957

CARTESIAN COORDINATES (ANGSTROEM)
C -0.156 -1.160 1.312
C 0.171 1.698 0.764
C -1.503 0.053 -1.050
C 1.380 -0.226 -1.041
P -0.034 0.066 -0.006
Br 3.063 -0.105 -0.252
H -0.323 -2.144 0.874
H -0.990 -0.896 1.961
H 0.765 -1.171 1.895
H 0.196 2.472 -0.003
H 1.114 1.717 1.314
H -0.651 1.895 1.450
H -2.379 0.284 -0.444
H -1.623 -0.930 -1.501
H -1.407 0.804 -1.835
H 1.043 -2.362 -1.344
H 1.334 0.006 -2.095

---

Entry 6:
Here is a 2-piece molecular cluster, C4H11BrSi overall at a distorted geometry from the Open Molecules 2025 dataset. Energies are from the ωB97M-V functional and the def2-TZVPD basis.

Summary:
- LUMO level (eV) = -0.305
- charge = 0
- relative energy (zero: lowest compared OMol25 entry of this formula, charge and spin) (kJ/mol) = 379.0
- molecular weight (g mol⁻¹) = 167.12
- HOMO-LUMO gap (hartree) = 0.272
- highest occupied orbital energy (hartree) = -0.2829

CARTESIAN COORDINATES (ANGSTROEM)
C -1.199 1.081 -1.006
C 2.467 1.092 1.439
C -0.428 1.080 0.273
C -0.851 -2.665 -0.854
Si 1.324 0.258 0.205
Br -2.244 -1.908 0.181
H -1.433 0.072 -1.375
H -2.174 1.457 -0.734
H -0.907 1.590 -1.909
H 2.081 0.979 2.494
H 3.348 0.444 1.450
H 2.922 2.088 1.292
H -0.908 0.682 1.140
H -0.292 2.102 0.468
H -1.165 -3.027 -1.741
H -0.367 -3.433 -0.263
H -0.174 -1.893 -1.061

---

Entry 7:
Here is a 2-piece molecular cluster, C4H11Cl3Si2 overall at a distorted geometry from the Open Molecules 2025 dataset. Energies are from the ωB97M-V functional and the def2-TZVPD basis.

Summary:
- LUMO level (spin up / spin down) (eV) = -1.439 / -1.439
- charge = 0
- relative energy (zero: lowest compared OMol25 entry of this formula, charge and spin) (kJ/mol) = 0.0
- molecular weight (g mol⁻¹) = 221.66
- HOMO-LUMO gap (spin up / spin down) (hartree) = 0.251 / 0.251
- highest occupied orbital energy (spin up / spin down) (hartree) = -0.3039 / -0.3038

CARTESIAN COORDINATES (ANGSTROEM)
C -0.882 1.828 -1.027
C 1.198 1.563 1.228
C 0.081 0.710 -0.728
C 0.228 0.456 0.828
Si 1.185 -1.189 0.911
Si -1.237 -3.199 -0.436
Cl -1.825 -4.627 0.907
Cl -0.724 -4.114 -2.309
Cl -2.820 -1.933 -0.980
H -0.866 2.009 -2.207
H -0.732 2.725 -0.545
H -1.807 1.611 -0.727
H 0.832 2.501 0.977
H 1.272 1.546 2.251
H 2.216 1.448 0.954
H -0.230 -0.056 -1.335
H 0.971 1.056 -1.060
H -0.787 0.405 1.130
H 2.007 -1.626 -0.168
H 1.921 -1.112 2.339

---

Entry 8:
Here is C4H11ClIPmZr as an isolated structure at a distorted geometry from the Open Molecules 2025 dataset. Energies are from the ωB97M-V functional and the def2-TZVPD basis.

Summary:
- LUMO level (spin up / spin down) (eV) = -0.650 / -0.588
- charge = 0
- multiplicity = 5
- molecular weight (g mol⁻¹) = 457.71
- HOMO-LUMO gap (spin up / spin down) (hartree) = 0.261 / 0.265
- ⟨S²⟩ = 6.01
- highest occupied orbital energy (spin up / spin down) (hartree) = -0.2844 / -0.2869

CARTESIAN COORDINATES (ANGSTROEM)
Pm -1.556 -0.612 0.046
Cl -0.561 1.326 -1.510
C -2.943 0.802 1.255
C -1.459 -2.330 -1.503
H -3.723 0.131 1.647
H -2.433 1.326 2.081
H -3.372 1.531 0.553
H -2.221 -3.051 -1.164
H -0.468 -2.813 -1.552
H -1.726 -1.908 -2.484
Zr 1.587 1.206 0.232
C 3.420 0.863 -0.924
C 1.201 -0.423 1.480
H 3.845 -0.109 -0.632
H 3.201 0.818 -1.999
H 4.177 1.642 -0.751
H 1.106 -1.470 1.115
H 0.510 -0.353 2.339
I 1.415 3.420 1.771

---

Entry 9:
Here is one molecule with the formula C4H11ClN2Si at a distorted geometry from the Open Molecules 2025 dataset. Energies are from the ωB97M-V functional and the def2-TZVPD basis.

Summary:
- LUMO level (eV) = 0.837
- charge = 0
- structure (SMILES) = C/N=C(\[SiH3])[C@H](Cl)NC
- relative energy (zero: lowest compared OMol25 entry of this formula, charge and spin) (kJ/mol) = 0.0
- molecular weight (g mol⁻¹) = 150.69
- HOMO-LUMO gap (hartree) = 0.367
- highest occupied orbital energy (hartree) = -0.3367

CARTESIAN COORDINATES (ANGSTROEM)
C -2.123 1.181 1.192
N -0.753 0.789 0.773
C -0.646 -0.108 -0.092
Si -1.973 -0.885 -1.277
C 0.876 -0.459 -0.386
Cl 0.857 -2.411 -0.071
N 1.776 0.380 0.274
C 3.218 0.174 0.054
H -1.997 1.545 2.162
H -2.761 0.287 1.065
H -2.541 2.044 0.699
H -1.448 -1.829 -2.274
H -3.093 -1.507 -0.295
H -2.455 0.424 -1.717
H 1.023 -0.469 -1.445
H 1.391 0.654 1.182
H 3.425 -0.786 0.620
H 3.379 -0.025 -1.048
H 3.845 1.001 0.586

---

Entry 10:
Here is an isolated ion of composition C4H11ClP and charge +1 from the Open Molecules 2025 dataset. Energies are from the ωB97M-V functional and the def2-TZVPD basis.

Summary:
- LUMO level (eV) = -3.305
- charge = +1
- molecular weight (g mol⁻¹) = 125.56
- HOMO-LUMO gap (hartree) = 0.441
- highest occupied orbital energy (hartree) = -0.5620

CARTESIAN COORDINATES (ANGSTROEM)
C 1.756 -0.765 0.124
C 1.141 0.557 0.614
C 0.177 1.263 -0.354
Cl 0.681 1.228 -2.050
P -1.515 0.592 -0.275
C -1.573 -1.168 0.032
H 1.313 -1.116 -0.806
H 1.631 -1.546 0.873
H 2.823 -0.645 -0.034
H 1.925 1.280 0.831
H 0.611 0.395 1.557
H 0.088 2.313 -0.072
H -2.169 0.892 -1.464
H -2.181 1.264 0.746
H -1.332 -1.344 1.079
H -0.817 -1.639 -0.594
H -2.559 -1.561 -0.206